{"formula": "H18O9", "method": "ωB97M-V/def2-TZVPD", "species": ["H", "H", "H", "H", "H", "H", "H", "H", "H", "H", "H", "H", "H", "H", "H", "H", "H", "H", "O", "O", "O", "O", "O", "O", "O", "O", "O"], "coordinates": [[0.67476, -0.40109, 0.07954], [-0.49374, -1.27484, 0.50521], [4.85892, -2.36443, -1.02728], [5.78938, -1.71613, -0.01535], [-1.35438, 2.89610, 0.22524], [-2.58478, 2.09490, -0.16752], [3.93485, 1.48394, -0.11940], [3.25129, 0.38662, 0.67976], [-4.44731, -2.18664, -0.05752], [-4.53764, -1.22876, -1.23410], [-2.19755, -1.58063, 0.16052], [-1.35752, -2.63420, 0.86363], [-0.65384, 2.18882, 2.13811], [-0.34032, 0.73829, 2.46629], [0.45463, 1.37278, 0.09548], [-0.03106, 2.38066, -0.93327], [-0.39718, 0.69450, -2.15990], [-1.11214, 0.46813, -0.83792], [0.37186, -1.31609, 0.08329], [4.85887, -1.78508, -0.25699], [-1.62268, 2.08720, -0.22497], [4.02135, 0.55571, 0.12532], [-4.13478, -1.32798, -0.36413], [-2.22667, -2.21805, 0.88290], [-0.67980, 1.30182, 1.76189], [0.68135, 2.22001, -0.30426], [-1.20155, 0.31770, -1.78574]], "lowdin_charge": [0.01, -0.01, 0.04, 0.04, 0.07, 0.10, 0.04, 0.03, 0.05, 0.05, 0.01, 0.04, 0.07, 0.07, -0.02, 0.02, 0.04, -0.02, -0.03, -0.07, -0.12, -0.07, -0.06, -0.06, -0.06, -0.07, -0.06], "lumo_ha": 0.0037, "charge": 0, "spin_multiplicity": 1, "smiles": "O.O.O.O.O.O.O.O.O", "orbital_gap_ev": 10.67, "total_energy_ha": -687.8574}